Record 1
Entry from the Open Molecules 2025 dataset: C39H66BrNO3PPtSi4 as an isolated structure (ωB97M-V with the def2-TZVPD basis set).

The geometry in XYZ format:
```
116
Properties=species:S:1:pos:R:3:forces:R:3
Pt -0.066570 -0.292936 0.082388 -0.737 0.172 -0.310
C -3.280336 -3.899715 -0.765909 -0.045 0.045 -0.036
C -2.416797 -2.650667 -0.932623 -0.029 0.052 -0.006
C -3.150726 -1.591419 -1.751381 0.060 0.001 -0.025
P -1.728969 -1.888792 0.623308 0.122 0.105 0.155
C -1.638868 -3.337601 1.761324 0.321 0.051 0.140
C -1.531129 -2.937302 3.232377 0.020 -0.169 -0.058
C -0.439581 -4.189089 1.330024 -0.076 -0.011 -0.006
C -3.017439 -0.812971 1.293475 -0.094 -0.100 -0.181
C -4.261248 -1.305811 1.705100 0.083 -0.092 0.023
C -5.308761 -0.484637 2.072156 -0.088 0.031 0.020
C -6.659858 -1.031582 2.466094 0.096 0.072 0.009
C -5.063972 0.894730 2.035434 0.036 0.010 0.007
C -3.843801 1.412867 1.662190 0.106 -0.021 0.019
C -2.765449 0.577301 1.262230 0.075 0.292 0.227
N -1.523554 1.079312 0.935672 0.060 -0.149 -0.198
C -1.386710 2.442623 0.548355 -0.283 -0.051 0.081
C -2.083204 2.972792 -0.554262 -0.017 0.003 -0.051
C -2.955231 2.106589 -1.418946 0.098 0.061 -0.021
C -1.929825 4.317734 -0.884055 -0.030 0.002 -0.038
C -1.103635 5.171447 -0.166744 -0.050 -0.003 -0.045
C -0.938896 6.619577 -0.557223 0.028 -0.100 0.000
C -0.403714 4.629552 0.901263 0.086 -0.050 0.020
C -0.521023 3.290072 1.258960 0.111 -0.010 0.052
C 0.297828 2.758227 2.399146 -0.075 0.108 -0.002
H -3.585269 -4.243746 -1.757736 -0.031 -0.018 0.007
H -4.192844 -3.691211 -0.198764 0.051 0.003 -0.016
H -2.751368 -4.722137 -0.282115 -0.028 0.033 -0.045
H -1.519605 -2.911427 -1.495465 0.139 -0.054 -0.008
H -4.096034 -1.309159 -1.281861 0.016 0.008 0.005
H -3.357554 -1.976828 -2.753773 -0.019 0.009 0.032
H -2.544124 -0.692920 -1.859931 -0.001 -0.067 -0.006
H -2.560034 -3.905362 1.623372 -0.041 -0.032 0.002
H -0.679370 -2.280494 3.399908 -0.098 -0.064 0.000
H -1.401842 -3.835150 3.847015 -0.046 0.015 -0.054
H -2.429574 -2.415816 3.571018 0.072 -0.014 -0.018
H 0.482375 -3.611503 1.431374 -0.080 -0.043 -0.001
H -0.510924 -4.511368 0.286730 0.021 0.033 0.069
H -0.358150 -5.080917 1.957489 -0.012 0.007 -0.003
H -4.409868 -2.384320 1.735494 0.006 0.076 -0.044
H -6.665164 -2.122289 2.430470 0.009 0.024 0.001
H -7.443289 -0.672265 1.793356 0.008 -0.021 0.015
H -6.939250 -0.728822 3.479611 0.017 -0.016 -0.035
H -5.860520 1.579006 2.319062 0.060 -0.016 -0.011
H -3.687338 2.484767 1.672473 -0.020 0.006 -0.027
H -2.402177 1.213050 -1.701309 0.006 0.032 0.009
H -3.229392 2.638862 -2.331854 -0.007 -0.008 0.034
H -3.870279 1.795489 -0.911878 -0.012 -0.022 0.007
H -2.466615 4.704466 -1.749259 0.026 -0.051 0.089
H -1.723741 6.926472 -1.249406 0.004 0.015 0.008
H 0.023156 6.787452 -1.049929 -0.030 -0.007 0.019
H -0.977665 7.274359 0.315945 -0.004 -0.015 -0.013
H 0.268290 5.263978 1.476397 -0.033 -0.058 -0.033
H 1.029888 3.498235 2.726118 -0.033 -0.021 0.005
H 0.833597 1.856456 2.101678 -0.010 -0.036 0.029
H -0.335286 2.506395 3.250603 0.006 -0.094 0.027
C -1.284716 0.198594 4.631658 0.020 -0.135 -0.147
O -0.348714 -0.186664 3.641310 -0.046 0.238 0.276
H -0.999781 -0.299181 5.559559 0.000 -0.016 -0.017
H -2.306255 -0.102981 4.372910 0.020 0.014 -0.020
H -1.280777 1.277136 4.813144 0.012 0.071 -0.030
H -0.637716 0.145673 2.776659 0.012 0.136 -0.126
Br -0.349495 0.294299 -8.920174 0.018 -0.002 0.022
C -0.196897 0.130816 -7.028496 -0.006 0.020 -0.014
C -0.295017 1.268802 -6.244780 0.016 -0.060 0.101
C -0.200332 1.137030 -4.864986 0.000 0.024 -0.036
C -0.008048 -0.112385 -4.285510 -0.082 0.078 -0.012
C 0.100186 -1.234446 -5.094593 0.016 -0.114 -0.114
C 0.005465 -1.122523 -6.475600 -0.002 0.032 0.063
C 0.086715 -0.248596 -2.783795 0.192 -0.003 0.163
O 0.274471 -1.396444 -2.311310 -0.395 0.343 -0.040
O 0.004418 0.810808 -2.108352 -0.143 -0.262 -0.042
H -0.438560 2.236608 -6.704600 -0.018 0.005 0.006
H -0.270857 2.000639 -4.213754 0.002 -0.041 -0.044
H 0.266672 -2.197815 -4.625768 -0.020 0.074 -0.014
H 0.089887 -1.990681 -7.114412 -0.006 -0.012 0.009
C 4.985539 -2.391113 -0.818336 0.209 0.060 0.197
Si 3.205703 -1.875355 -1.192538 -0.095 -0.145 -0.185
C 3.295144 -1.302025 -2.985242 -0.069 0.325 -0.145
C 2.183288 -3.445545 -1.099435 -0.244 -0.175 0.087
Si 2.300922 -0.213668 0.207002 0.354 -0.205 0.253
Si 3.183489 -0.660474 2.340196 0.314 0.002 0.056
C 5.065322 -0.863545 2.288800 0.157 -0.008 -0.065
C 2.521077 -2.284890 3.010964 -0.183 -0.156 -0.012
C 2.951520 0.658533 3.661198 -0.180 0.260 0.017
Si 3.388732 1.715640 -0.569400 -0.007 0.235 -0.004
C 2.764969 2.370725 -2.211385 -0.264 -0.069 -0.178
C 5.241595 1.420156 -0.771232 0.197 -0.194 0.013
C 3.232256 3.147691 0.642020 -0.050 0.079 0.222
H 5.372722 -2.979344 -1.659637 -0.058 0.040 0.060
H 5.056893 -3.005326 0.086299 -0.006 0.039 -0.149
H 5.637327 -1.518975 -0.683761 -0.061 -0.185 -0.025
H 3.403428 -2.159471 -3.658913 0.027 0.023 0.051
H 4.156718 -0.639529 -3.133658 -0.047 -0.098 -0.007
H 2.396979 -0.753526 -3.282416 0.295 -0.139 0.007
H 2.558965 -4.211853 -1.787662 0.020 0.045 0.043
H 1.146692 -3.211217 -1.363948 0.207 -0.088 0.049
H 2.193051 -3.860734 -0.084402 0.055 0.013 -0.124
H 5.370151 -1.738516 1.711192 0.008 0.104 0.091
H 5.449504 -0.977924 3.310572 -0.059 0.012 -0.072
H 5.552112 0.011614 1.844922 -0.043 -0.130 0.128
H 2.758853 -3.113055 2.330436 -0.034 0.096 0.093
H 1.433100 -2.236284 3.128122 0.178 -0.009 0.008
H 2.966705 -2.506128 3.988254 -0.039 0.010 -0.072
H 3.463772 1.588955 3.381310 -0.078 -0.186 0.095
H 3.386214 0.302749 4.603927 -0.030 0.017 -0.094
H 1.895458 0.882472 3.829865 0.100 -0.039 0.045
H 3.097357 1.754954 -3.055654 -0.047 0.072 0.096
H 3.113128 3.397996 -2.367109 0.048 -0.067 0.006
H 1.668995 2.364150 -2.210105 0.168 0.055 -0.041
H 5.450594 0.637583 -1.510962 -0.016 0.142 0.097
H 5.703053 1.115667 0.174053 -0.004 0.073 -0.176
H 5.728108 2.344687 -1.105406 -0.053 -0.067 0.013
H 2.213504 3.550165 0.618167 0.133 -0.019 0.008
H 3.927024 3.952163 0.369443 -0.074 -0.066 -0.001
H 3.450855 2.840309 1.672187 -0.033 0.103 -0.187
```
Forces are in eV/Å.

Output
Strongest force on any atom in hartree/bohr: 0.016
Net charge: -1
Frontier orbital gap (spin up / spin down) in eV: 6.34 / 6.13
Expectation value of S²: 2.007
Spin multiplicity: 3
Molar mass in g/mol: 1015.3



Record 2
Entry from the Open Molecules 2025 dataset: a 12-piece molecular cluster, C19H52BN6O19 overall at a distorted geometry (ωB97M-V with the def2-TZVPD basis set).

The geometry in XYZ format:
```
97
Properties=species:S:1:pos:R:3:forces:R:3
O 0.019711 -1.459569 -3.852434 -0.632 3.951 2.595
C -0.318239 -0.528419 -3.080474 0.650 -4.201 -0.489
O 0.303411 -0.200049 -1.912264 -1.318 0.839 -1.121
B -0.674799 0.602221 -1.098694 -0.042 -0.684 0.067
O -1.957729 0.728621 -1.896964 2.308 -0.669 0.178
C -1.762839 0.020841 -3.028604 -1.939 0.442 -1.306
O -2.621529 -0.200799 -3.868814 1.762 0.510 1.951
O -0.060349 1.868781 -0.586654 -0.308 -0.206 -5.174
C -0.079459 1.982811 0.627696 0.459 1.800 6.066
O 0.341791 2.944911 1.282626 -0.411 -1.489 -0.345
C -0.669669 0.659191 1.283096 -0.014 -0.847 -0.109
O -0.875309 -0.095599 0.207516 -0.374 -0.260 0.535
O -0.836319 0.310531 2.445796 0.478 1.249 -2.035
C 2.609211 -3.126969 -6.432874 0.274 0.517 1.577
O 2.725761 -4.492449 -6.070244 -0.308 -0.677 -1.299
H 2.318741 -2.838119 -7.442964 -0.009 -1.087 -0.225
H 1.859361 -2.702449 -5.765334 -0.004 0.541 -0.052
H 3.580441 -2.676419 -6.228414 -0.011 0.512 -0.071
H 2.760741 -4.531909 -5.111694 0.124 0.264 0.005
C -0.462329 -1.720169 5.593056 -0.124 0.022 0.588
O -1.665699 -1.359229 4.900606 0.784 -0.544 0.464
H 0.460381 -1.497409 5.057266 -0.108 0.223 -0.221
H -0.415609 -1.257609 6.578926 -0.003 0.630 -0.052
H -0.401869 -2.769689 5.881086 -0.528 -0.349 -0.667
H -1.434329 -0.719939 4.222826 0.059 0.052 -0.118
C -3.206269 -2.125299 1.991346 0.916 -0.356 0.347
O -3.107179 -1.572359 0.727006 -0.766 0.395 -1.698
H -2.498009 -2.951669 2.051286 0.038 -0.297 0.480
H -2.899749 -1.360269 2.704696 -0.475 -0.349 0.594
H -4.203979 -2.537029 2.143496 -0.006 0.367 0.127
H -2.191679 -1.393309 0.500276 -0.082 -0.019 0.206
C -1.285769 5.035371 -0.955144 1.111 -1.462 0.461
O -1.745549 6.131891 -1.613584 -0.982 1.891 -1.419
H -0.198319 5.027071 -0.881054 0.130 0.310 0.268
H -1.735059 5.023041 0.037876 0.071 -0.801 0.197
H -1.497559 4.202171 -1.625244 -0.143 -0.872 0.805
H -2.451869 5.746661 -2.137334 -0.187 0.920 -0.311
C 0.952071 3.083041 -3.833404 1.072 0.991 -0.157
O 0.967641 4.413421 -4.348414 -0.688 0.294 0.079
H 1.874781 2.633731 -4.200584 -0.087 -0.697 0.291
H 1.017491 3.255511 -2.759124 -0.070 -0.477 0.022
H 0.086441 2.468741 -4.081194 -0.193 0.172 -0.194
H 1.067181 4.443961 -5.302744 -0.064 -0.336 -0.029
C -1.516649 -1.375389 -6.706604 -1.063 0.260 -1.078
O -1.984569 -0.024009 -6.520244 0.839 -0.428 0.146
H -1.313609 -2.030319 -5.859294 0.090 0.757 0.437
H -2.336839 -1.853929 -7.241764 0.095 -0.370 -0.230
H -0.658759 -1.356149 -7.378734 0.151 -0.003 0.157
H -2.106099 0.149441 -5.583894 -0.130 -0.279 0.048
C 4.395861 0.646011 0.665936 3.403 -0.103 1.755
O 4.649091 1.091571 1.779636 -0.495 0.963 1.761
N 5.369051 0.195081 -0.089004 1.701 -0.821 -2.381
N 3.233731 0.460011 0.178326 -4.134 0.227 -0.960
H 5.040351 -0.138599 -0.983834 0.986 -0.253 -0.024
H 6.354041 0.194581 0.134366 -0.461 0.237 0.077
H 3.149801 0.127391 -0.771634 -0.821 -0.030 0.392
H 2.494041 0.532731 0.862186 -0.244 -0.015 -0.885
C 1.569641 2.643251 5.282796 1.066 -0.873 1.407
O 2.130081 1.685311 5.747486 0.415 -1.469 -1.105
N 1.350231 3.016761 4.019716 -0.257 -0.377 -3.122
N 1.135331 3.594621 6.059986 -1.041 2.099 2.534
H 1.512101 2.435211 3.209956 0.063 -0.126 -0.350
H 0.823561 3.866771 3.877596 -0.062 -0.009 -0.618
H 1.310461 3.351351 7.024486 -0.385 0.803 0.247
H 0.713021 4.453341 5.736936 -0.010 -0.144 0.590
C 2.462651 -4.499959 -2.739804 -2.096 2.131 -0.326
O 3.472351 -3.899239 -3.004234 1.405 0.950 -0.663
N 2.382231 -5.544499 -2.012934 2.033 -5.149 3.083
N 1.204881 -4.101289 -2.999404 -1.261 2.160 -1.641
H 3.277861 -5.840129 -1.651614 -0.355 -0.660 0.060
H 1.527981 -6.030099 -1.779394 0.497 0.256 0.072
H 0.399561 -4.704269 -2.910184 0.281 0.442 0.066
H 1.104241 -3.102489 -3.110644 -0.572 -0.170 -0.565
C -4.745299 3.819251 3.390356 0.065 0.210 -0.255
C -3.894159 2.603481 3.410486 1.463 -1.116 -0.920
C -4.155129 1.626461 2.225546 0.848 0.376 1.234
O -2.509249 3.032071 3.417396 -0.040 0.212 -0.094
H -4.386539 4.555361 4.109756 -0.419 -0.218 0.423
H -5.761799 3.456071 3.541766 -0.196 0.672 0.127
H -4.634179 4.328741 2.433186 -0.272 -0.175 -0.233
H -4.015569 2.005041 4.313386 -0.362 0.141 0.264
H -5.218419 1.389151 2.259946 0.134 -0.177 -0.643
H -3.548949 0.735511 2.389466 -0.384 -0.355 0.312
H -3.737879 1.968041 1.278276 -0.731 0.613 -0.219
H -1.989119 2.394661 2.922666 0.047 -0.177 0.064
C 2.035671 -1.754829 2.253446 0.458 0.890 -1.196
C 1.009521 -2.837549 2.025976 -0.303 1.010 -0.627
C 0.683631 -3.202049 0.557596 -0.620 0.070 1.008
O 1.517411 -3.966799 2.647526 0.092 -1.642 0.332
H 2.872801 -2.022149 1.608576 0.632 -0.098 0.619
H 2.273811 -1.582869 3.303126 0.283 -0.516 0.042
H 1.815191 -0.744869 1.907826 -0.874 -0.124 -0.060
H 0.078691 -2.489499 2.473776 -0.425 -0.277 0.234
H 1.521101 -3.401099 -0.111084 0.136 0.357 0.155
H -0.022669 -2.457509 0.190306 0.438 0.214 -0.415
H 0.079701 -4.108899 0.589176 0.101 -0.229 0.098
H 1.897661 -3.754559 3.503076 -0.068 0.121 0.051
```
Forces are in eV/Å.

Output
Strongest force on any atom in hartree/bohr: 0.123
Frontier orbital gap (spin up / spin down) in eV: 8.50 / 2.12
Expectation value of S²: 0.759
Spin multiplicity: 2
Molar mass in g/mol: 679.5